# 1
Computed, not measured: C14H12F6IrN2O12S2 as an isolated structure in a non-equilibrium geometry, with ωB97M-V/def2-TZVPD.

Output
LUMO level (spin up / spin down) = -1.41 / -1.90 eV
E_tot = -3052.95335 hartree
relative energy (zero: lowest compared OMol25 entry of this formula, charge and spin) = 41.5 kcal/mol
total charge = 0
spin multiplicity = 2

Element x y z (Å)
Ir -0.876703 0.785295 0.489462
O -1.161588 -5.292434 -0.571620
C -1.272303 -4.000447 -0.222781
C -2.188699 -3.137660 -0.830824
C -2.187522 -1.826286 -0.419028
N -1.382403 -1.413573 0.532854
C -0.514017 -2.211932 1.125895
C -0.423655 -3.539807 0.790225
C 0.234346 -1.438322 2.177264
O 0.972774 -1.931622 2.989702
O -0.074298 -0.157851 2.136653
C -3.043780 -0.690257 -0.892488
O -3.990853 -0.791468 -1.617420
O -2.678492 0.456018 -0.313504
H -1.763166 -5.498465 -1.296292
H -2.868813 -3.455602 -1.611052
H 0.279809 -4.193707 1.285127
F 3.933426 -1.046856 0.104430
C 3.425455 -1.055636 -1.127163
F 4.394268 -0.807940 -1.998874
F 2.913101 -2.256851 -1.372919
S 2.134215 0.253884 -1.236894
O 1.152463 -0.223838 -0.249476
O 2.823211 1.467143 -0.937952
N 1.682092 0.175945 -2.724911
S 0.216769 -0.114727 -3.216344
O -0.747115 -0.019636 -2.147843
O -0.032641 0.525378 -4.460658
C 0.234811 -1.916262 -3.601146
F 1.172610 -2.210662 -4.492787
F 0.461893 -2.626763 -2.490024
F -0.955429 -2.273992 -4.086048
C -2.720960 4.215446 0.573194
C -1.991243 2.932210 0.529483
O -1.993647 2.099437 1.514357
O -1.313975 2.549187 -0.478129
H -3.178047 4.360167 1.547550
H -3.487665 4.197072 -0.201888
H -2.030719 5.026739 0.345055
C 2.685948 3.022991 2.026781
C 1.358884 2.348317 2.151033
C 0.832215 2.087052 3.520572
O 0.766425 2.077287 1.107181
H 2.625952 4.023476 2.460428
H 2.997605 3.064489 0.987698
H 3.413313 2.465768 2.622110
H 1.186417 2.862951 4.198651
H 1.230057 1.125234 3.854071
H -0.250327 2.011106 3.528271

Cartesian forces (eV/Å) of the 3 atoms listed first:
-0.2 0.3 1.3
0.0 0.0 0.0
0.0 0.0 0.0

Results of the Löwdin charge analysis, in e, for atoms 1 through 8:
1 Ir 1.763
2 O 0.106
3 C -0.268
4 C 0.093
5 C -0.169
6 N 0.060
7 C -0.155
8 C 0.114



# 2
Computed, not measured: C14H12FORuS9 as an isolated structure, with ωB97M-V/def2-TZVPD.

Output
LUMO level (spin up / spin down) = 4.20 / 4.20 eV
E_tot = -4394.50143 hartree
relative energy (zero: lowest compared OMol25 entry of this formula, charge and spin) = 0.0 kcal/mol
total charge = -2
spin multiplicity = 2

Element x y z (Å)
Ru 0.533697 0.903447 -0.004173
S 3.785555 0.162544 2.982022
C 2.573514 0.771076 1.995591
S 2.803561 1.432829 0.418915
S 0.881757 0.781264 2.367989
S -4.581474 -1.469261 -4.723476
C -3.419522 -0.943022 -3.646825
S -1.849462 -0.438820 -4.101437
C -1.231563 0.010652 -2.525317
C -2.092367 -0.201742 -1.502254
S -1.742641 0.222727 0.156841
S -3.625612 -0.909521 -1.950705
S 0.363457 0.684956 -2.383691
O 1.079790 -1.337697 0.145158
S 0.258132 -2.034349 1.217948
C -0.450947 -3.455099 0.308282
C 0.340298 -4.714138 0.681709
C 1.732746 -4.232690 1.092455
C 1.467963 -3.080757 2.050019
H -0.323863 -3.169563 -0.736026
H -1.516496 -3.508740 0.528979
H 0.369868 -5.426973 -0.144586
H -0.135372 -5.212182 1.532028
H 2.261414 -3.841449 0.220331
H 2.341980 -5.022061 1.537755
H 2.320739 -2.440569 2.284930
H 1.002786 -3.420331 2.980729
F -0.834341 6.964354 -0.085630
C -0.531012 5.624263 -0.076096
C 0.246452 5.107956 -1.089125
C 0.539064 3.747869 -1.070742
C 0.081262 2.888363 -0.064580
C -0.697665 3.480000 0.937386
C -1.012385 4.836758 0.944671
H 0.612135 5.759050 -1.874187
H 1.140807 3.342440 -1.874495
H -1.078370 2.860187 1.739266
H -1.613883 5.278233 1.730341

Cartesian forces (eV/Å) of the 3 atoms listed first:
-0.5 0.1 0.5
-0.1 0.1 -0.1
0.1 0.1 0.2

Results of the Löwdin charge analysis, in e, for atoms 1 through 8:
1 Ru 0.411
2 S 0.323
3 C -1.806
4 S 0.436
5 S 0.415
6 S 0.363
7 C -1.565
8 S 0.865



# 3
Computed, not measured: C14H12IN2NiO3 as an isolated structure in a non-equilibrium geometry, with ωB97M-V/def2-TZVPD.

Output
LUMO level (spin up / spin down) = 2.39 / 2.36 eV
E_tot = -2682.04274 hartree
relative energy (zero: lowest compared OMol25 entry of this formula, charge and spin) = 0.0 kcal/mol
total charge = -1
spin multiplicity = 3

Element x y z (Å)
Ni -0.187164 -1.188709 1.034739
N -1.741528 0.267779 1.442530
C -2.622920 0.210913 0.257105
C -2.859780 -1.254921 -0.121764
O -3.984338 -1.596512 -0.526095
N -1.774305 -1.975337 0.070498
C -1.854332 -3.408877 0.230691
C -1.262660 -3.770889 1.593437
O -1.510778 -4.864377 2.087140
O -0.500601 -2.864528 2.125892
H -2.220711 -0.139549 2.239458
H -1.486493 1.218110 1.683930
H -2.122449 0.726596 -0.564229
H -3.591972 0.678203 0.428077
H -1.234826 -3.936037 -0.506021
H -2.870261 -3.793623 0.166617
I 1.672652 -0.269350 2.610794
C 2.172130 1.125500 1.106453
C 3.057498 2.113739 1.412338
C 3.413757 3.042453 0.407063
C 2.881682 2.929716 -0.843721
C 1.968861 1.890786 -1.165211
C 1.441434 1.752521 -2.470587
C 0.592687 0.720542 -2.753070
C 0.207935 -0.198785 -1.748015
C 0.649198 -0.110158 -0.448562
C 1.571364 0.948431 -0.169435
H 3.486487 2.190182 2.402524
H 4.117477 3.832774 0.638027
H 3.154635 3.634389 -1.622312
H 1.728749 2.469984 -3.231847
H 0.193077 0.611272 -3.755862
H -0.484507 -0.992235 -2.010582

Cartesian forces (eV/Å) of the 3 atoms listed first:
-1.3 -0.6 -0.6
0.1 -0.1 0.1
0.0 0.1 0.0

Results of the Löwdin charge analysis, in e, for atoms 1 through 8:
1 Ni 0.326
2 N -0.013
3 C -0.158
4 C -0.578
5 O -0.039
6 N -0.049
7 C -0.138
8 C -0.651